# 1
DFT (wB97M-V/def2-TZVPD) results for a single C24H29N5O3S molecule.

Values from the calculation:
- M: 467.59 g/mol
- E: -49787.83588 eV
- SMILES: Cc1ccc(NCc2nnc(SCC(=O)Nc3cccc(O)c3)n2C[C@@H]2CCCO2)c(C)c1
- Energy above the lowest of the compared OMol25 structures with the same formula, charge and spin: 236.1 kJ/mol
- Gap between HOMO and LUMO: 8.31 eV

Last column: Löwdin charge in e.
Atoms and positions in Å:
C 3.711 4.751 -0.820  -0.0505
C 2.864 3.810 -0.014  -0.3156
C 3.326 2.562 0.374  -0.0458
C 2.540 1.714 1.133  -0.0321
C 1.261 2.092 1.530  -0.2278
C 0.771 3.348 1.130  -0.2075
C 1.578 4.177 0.373  -0.0244
H 1.199 5.142 0.071  0.1245
C -0.608 3.797 1.521  -0.0463
H -1.371 3.141 1.095  0.0827
H -0.793 4.802 1.154  0.0780
H -0.723 3.799 2.605  0.0841
N 0.475 1.307 2.370  0.0337
H -0.512 1.496 2.282  0.1113
C 0.777 -0.080 2.643  -0.1169
C 0.552 -0.947 1.447  -0.2637
N 1.335 -0.995 0.409  0.0931
N 0.763 -1.773 -0.524  -0.0005
C -0.380 -2.192 -0.044  -0.6025
N -0.578 -1.697 1.213  0.0033
C -1.683 -1.974 2.086  -0.0822
H -1.979 -1.059 2.606  0.1366
H -2.522 -2.317 1.476  0.1133
C -1.337 -3.043 3.150  -0.3135
H -0.415 -2.739 3.663  0.1480
C -1.231 -4.452 2.562  -0.1222
H -0.590 -5.066 3.194  0.1237
H -0.837 -4.454 1.549  0.0826
C -2.678 -4.934 2.641  -0.1470
H -3.241 -4.588 1.774  0.1037
C -3.170 -4.253 3.919  -0.1790
H -3.033 -4.903 4.792  0.1215
O -2.374 -3.087 4.107  -0.0954
H -4.220 -3.954 3.867  0.1214
H -2.758 -6.016 2.698  0.1150
S -1.524 -3.203 -0.873  1.0144
C -0.692 -3.364 -2.487  -0.3390
H 0.368 -3.518 -2.290  0.0826
H -1.140 -4.244 -2.946  0.0848
C -0.954 -2.146 -3.377  -0.5393
O -1.801 -2.178 -4.242  0.0642
N -0.158 -1.101 -3.064  0.1249
C -0.175 0.195 -3.593  -0.2120
C 0.557 1.165 -2.911  0.0461
C 0.588 2.470 -3.380  -0.3136
C -0.114 2.807 -4.536  -0.0287
C -0.837 1.838 -5.202  -0.0772
C -0.878 0.533 -4.744  -0.0263
H -1.447 -0.217 -5.265  0.0963
H -1.380 2.101 -6.097  0.1046
H -0.076 3.825 -4.887  0.1112
O 1.286 3.447 -2.749  0.0501
H 1.699 3.104 -1.943  0.0719
H 1.103 0.899 -2.014  0.1151
H 0.473 -1.230 -2.268  0.0873
H 0.144 -0.406 3.471  0.1189
H 1.821 -0.158 2.952  0.1262
H 2.927 0.744 1.393  0.0890
H 4.315 2.239 0.081  0.1117
H 3.162 5.115 -1.687  0.0743
H 4.619 4.259 -1.160  0.0771
H 3.993 5.613 -0.216  0.0817

# 2
DFT (wB97M-V/def2-TZVPD) results for a molecular structure, C24H30ClN4O4PS2W.

Values from the calculation:
- Spin multiplicity: 4
- M: 752.93 g/mol
- Total charge: +1
- E: -84829.71825 eV
- Energy above the lowest of the compared OMol25 structures with the same formula, charge and spin: 320.3 kJ/mol
- Gap between HOMO and LUMO (alpha / beta): 6.00 / 7.79 eV

Last column: Mulliken spin population.
Atoms and positions in Å:
W -0.407 -0.181 -0.009  1.9438
C 2.796 1.315 -0.438  -0.0016
N 2.269 0.001 -0.054  0.0306
C 2.668 -0.401 1.284  0.0080
C 1.696 0.134 2.303  0.0310
C 2.056 0.227 3.636  -0.0157
C 1.181 0.782 4.550  0.0207
C -0.036 1.261 4.083  -0.0119
C -0.344 1.111 2.752  0.0499
N 0.483 0.519 1.860  -0.0195
C 2.504 -0.980 -1.109  -0.0016
C 1.593 -0.598 -2.249  0.0699
C 1.881 -0.877 -3.570  -0.0116
C 1.061 -0.374 -4.567  0.0374
C 0.005 0.450 -4.201  -0.0160
C -0.243 0.663 -2.866  0.0846
N 0.496 0.103 -1.885  0.0182
C 1.939 2.497 -0.053  0.0206
C 2.545 3.698 0.290  0.0003
C 1.760 4.813 0.524  0.0011
C 0.386 4.689 0.405  0.0012
C -0.134 3.450 0.078  0.0226
N 0.612 2.368 -0.145  0.0222
H 3.804 1.455 -0.034  -0.0029
H 2.890 1.346 -1.526  -0.0007
H 2.696 -1.489 1.364  0.0004
H 3.673 -0.038 1.526  0.0046
H 3.031 -0.128 3.945  0.0006
H 1.450 0.869 5.594  0.0004
H -0.745 1.738 4.745  -0.0001
H -1.285 1.469 2.356  -0.0276
H 3.546 -0.985 -1.450  0.0025
H 2.260 -1.976 -0.742  -0.0002
H 2.750 -1.475 -3.809  0.0008
H 1.261 -0.590 -5.608  0.0016
H -0.624 0.921 -4.943  0.0001
H -1.060 1.288 -2.533  -0.0140
H 3.623 3.756 0.366  -0.0001
H 2.212 5.760 0.791  0.0005
H -0.271 5.531 0.572  0.0004
H -1.206 3.312 -0.009  -0.0301
C -6.568 -2.735 -1.309  -0.0025
C -5.135 -3.074 -0.956  0.0309
O -4.496 -2.028 -0.178  0.0128
P -3.535 -0.911 -0.802  0.4037
S -2.375 1.137 -0.108  0.2184
S -1.794 -1.805 -1.469  0.0485
O -4.396 -0.520 -2.097  0.0079
C -3.944 0.075 -3.320  0.0023
C -4.101 1.583 -3.338  0.0092
H -7.002 -3.568 -1.863  0.0017
H -6.619 -1.839 -1.922  0.0003
H -7.153 -2.570 -0.405  0.0001
H -4.536 -3.274 -1.847  0.0012
H -5.102 -3.951 -0.312  0.0011
H -4.573 -0.369 -4.091  0.0007
H -2.908 -0.223 -3.501  0.0009
H -5.147 1.859 -3.210  -0.0005
H -3.753 1.966 -4.299  -0.0010
H -3.527 2.050 -2.539  -0.0052
Cl -1.913 -1.365 1.899  -0.0012
C -0.955 -2.802 2.319  0.0019
C 0.423 -2.682 1.647  0.0049
O 1.384 -3.226 2.144  0.0089
O 0.417 -2.029 0.527  0.0333
H -1.471 -3.677 1.930  0.0014
H -0.853 -2.864 3.397  0.0003

# 3
DFT (wB97M-V/def2-TZVPD) results for a molecular structure, C24H30F18NNaO15.

Values from the calculation:
- M: 937.45 g/mol
- E: -110906.99835 eV
- Gap between HOMO and LUMO: 8.66 eV

Last column: Löwdin charge in e.
Atoms and positions in Å:
Na 30.405 -22.257 -16.957  0.3945
N 29.468 -21.084 -19.592  -0.6361
O 30.646 -20.902 -19.293  -0.0523
O 29.001 -20.507 -20.598  -0.0094
O 28.775 -21.698 -18.823  -0.0304
C 29.711 -16.711 -20.048  -0.0504
C 29.875 -17.440 -18.745  -0.2153
O 28.591 -17.992 -18.454  0.0423
C 28.341 -18.669 -17.331  -0.3477
O 29.222 -19.024 -16.582  0.1497
C 26.894 -19.084 -17.156  -0.5399
F 26.689 -19.278 -15.854  0.1702
F 26.070 -18.170 -17.677  0.1855
F 26.652 -20.281 -17.709  0.1620
H 28.907 -15.975 -20.052  0.0859
H 29.503 -17.532 -20.733  0.0831
H 30.630 -16.234 -20.388  0.0763
H 30.173 -16.733 -17.971  0.1334
H 30.669 -18.172 -18.891  0.1102
C 29.472 -23.865 -21.411  -0.0517
C 29.013 -24.903 -20.406  -0.2345
O 30.103 -25.640 -19.966  0.0355
C 30.517 -25.503 -18.651  -0.2484
O 30.151 -24.588 -17.890  0.1191
C 31.546 -26.546 -18.241  -0.4753
F 32.690 -25.958 -17.880  0.1622
F 31.112 -27.205 -17.136  0.1553
F 31.769 -27.422 -19.290  0.1363
H 29.924 -24.303 -22.302  0.0818
H 30.215 -23.183 -20.997  0.0671
H 28.616 -23.302 -21.781  0.0905
H 28.268 -25.463 -20.971  0.1280
H 28.421 -24.452 -19.609  0.1215
C 26.327 -22.870 -14.819  -0.0306
C 27.668 -22.230 -15.196  -0.2220
O 27.978 -21.339 -14.128  0.0056
C 29.300 -20.859 -14.035  -0.2483
O 30.276 -21.240 -14.675  0.1191
C 29.402 -19.891 -12.766  -0.5147
F 30.008 -20.607 -11.838  0.1851
F 30.235 -18.837 -13.077  0.1266
F 28.245 -19.409 -12.340  0.1906
H 26.115 -23.549 -15.644  0.0845
H 25.437 -22.244 -14.749  0.0836
H 26.441 -23.398 -13.872  0.0767
H 27.583 -21.656 -16.119  0.1000
H 28.443 -22.934 -15.498  0.1040
C 32.515 -18.909 -16.439  -0.0219
C 33.858 -18.811 -17.313  -0.1305
O 33.782 -17.710 -18.244  0.0454
C 34.907 -17.273 -18.752  -0.3802
O 35.974 -17.858 -18.647  0.1426
C 34.758 -16.017 -19.651  -0.5456
F 35.342 -14.962 -19.050  0.1611
F 35.347 -16.246 -20.863  0.1391
F 33.537 -15.705 -19.935  0.2003
H 31.648 -18.953 -17.098  0.0339
H 32.432 -18.039 -15.787  0.0824
H 32.379 -19.837 -15.883  0.0617
H 33.822 -19.758 -17.851  0.1029
H 34.671 -18.694 -16.596  0.1297
C 33.489 -27.837 -13.251  -0.0650
C 33.039 -26.519 -13.687  -0.2526
O 31.671 -26.230 -13.456  0.0334
C 30.955 -25.246 -14.074  -0.2909
O 31.447 -24.356 -14.789  0.1309
C 29.473 -25.395 -13.814  -0.5485
F 29.245 -26.423 -13.022  0.1956
F 28.995 -24.266 -13.244  0.1639
F 28.857 -25.582 -14.988  0.1725
H 34.464 -28.069 -13.677  0.0933
H 32.783 -28.555 -13.670  0.0921
H 33.564 -27.882 -12.164  0.0878
H 33.175 -26.517 -14.769  0.1221
H 33.692 -25.714 -13.352  0.1275
C 33.934 -23.532 -19.853  -0.0304
C 33.947 -22.172 -19.189  -0.2079
O 34.716 -22.207 -18.034  0.0253
C 34.121 -22.565 -16.892  -0.3185
O 32.923 -22.779 -16.759  0.1224
C 35.028 -22.656 -15.621  -0.4503
F 34.823 -23.738 -14.806  0.1458
F 36.340 -22.603 -16.005  0.1363
F 34.827 -21.524 -14.922  0.1598
H 33.808 -24.360 -19.155  0.0608
H 34.803 -23.861 -20.422  0.0861
H 33.093 -23.615 -20.541  0.0824
H 32.976 -21.718 -18.993  0.1065
H 34.597 -21.531 -19.784  0.1395